The following is a quantum chemistry calculation of a gas-phase ion, C2H4BINO4 (charge -1), from OMol25.

highest occupied orbital energy = -5.4 eV
frontier orbital gap = 8.18 eV
charge = -1

```
13
Properties=species:S:1:pos:R:3:mulliken_charge:R:1
O -2.191 -1.784 1.223 -0.40
N -1.005 -1.739 1.118 0.19
O -0.575 -2.053 -0.112 -0.23
B 0.080 -0.936 -0.939 0.60
O -0.820 0.225 -1.007 -0.54
C -0.246 1.298 -0.304 -0.49
C 0.880 0.641 0.494 -0.24
I 2.495 2.054 0.920 -0.17
O 1.311 -0.410 -0.258 -0.51
H 0.335 -1.459 -1.997 -0.22
H -0.970 1.776 0.368 0.24
H 0.142 2.049 -1.004 0.35
H 0.565 0.338 1.497 0.42
```



The following is a quantum chemistry calculation of C19H16N4O3S in the gas phase, from OMol25.

highest occupied orbital energy = -8.3 eV
frontier orbital gap = 8.38 eV

```
43
Properties=species:S:1:pos:R:3:mulliken_charge:R:1
C -1.596 2.410 3.793 -0.82
H -2.007 1.411 3.616 0.33
O -2.182 3.367 2.942 -0.44
C -2.005 3.238 1.602 0.68
C -2.582 4.235 0.811 -0.62
C -2.441 4.204 -0.560 -0.57
C -1.744 3.177 -1.176 -0.79
C -1.187 2.168 -0.398 0.11
C -1.309 2.204 0.991 -0.33
H -0.841 1.415 1.555 0.65
C -0.428 1.069 -0.970 0.32
N 0.597 0.509 -0.382 -1.11
N 1.067 -0.455 -1.176 0.37
C 0.319 -0.496 -2.249 0.16
N -0.658 0.455 -2.178 0.09
C -1.716 0.643 -3.128 -1.14
H -1.403 1.316 -3.929 0.30
H -2.587 1.055 -2.621 0.49
H -1.969 -0.323 -3.567 0.39
S 0.420 -1.575 -3.603 -0.24
C 1.809 -2.703 -3.098 -0.64
N 1.926 -2.837 -1.701 -0.04
C 2.782 -1.977 -0.960 0.96
O 3.708 -1.388 -1.447 -0.66
C 2.406 -2.207 0.452 0.08
C 2.908 -1.654 1.610 -0.57
C 2.349 -2.061 2.816 -0.59
C 1.326 -2.997 2.855 -0.47
C 0.819 -3.554 1.686 -0.51
C 1.371 -3.147 0.488 0.43
C 1.019 -3.518 -0.899 0.20
O 0.144 -4.238 -1.311 -0.64
H 0.021 -4.280 1.706 0.49
H 0.912 -3.293 3.807 0.42
H 2.716 -1.641 3.741 0.42
H 3.699 -0.923 1.571 0.48
H 1.565 -3.653 -3.576 0.41
H 2.731 -2.272 -3.491 0.46
H -1.607 3.190 -2.245 0.52
H -2.874 4.990 -1.159 0.39
H -3.124 5.029 1.301 0.44
H -1.844 2.727 4.805 0.23
H -0.509 2.381 3.676 0.34
```



Respective molar mass values: 243.8; 380.4 g/mol.